1.
Computed, not measured: a molecular structure, C22H19ClF12IrNO9P2, with ωB97M-V with the def2-TZVPD basis set.

As for the spin multiplicity: 5. Its total charge is -2. The orbital gap (alpha / beta) is 6.164 / 5.270 eV.

```
67
Properties=species:S:1:pos:R:3:forces:R:3
Ir -1.41382 -1.46684 -0.40395 -0.6 0.0 -0.3
C -4.20400 3.38608 -4.10900 0.0 0.0 0.0
C -3.35629 2.68755 -3.07853 0.0 0.0 0.0
C -3.10269 3.26233 -1.83906 0.0 0.1 0.1
C -2.35030 2.61302 -0.87574 0.0 0.0 0.0
C -1.80878 1.34472 -1.12728 -0.1 -0.1 -0.1
N -1.08004 0.61428 -0.21612 0.0 0.0 -0.1
C -0.31856 1.26841 0.74449 0.1 0.1 0.0
C 0.40752 2.40085 0.32610 0.0 0.0 0.1
C 1.20667 3.12427 1.17879 0.0 0.0 0.0
C 1.33995 2.74619 2.51044 0.0 0.0 0.0
C 2.23119 3.50099 3.46182 0.0 0.0 0.0
C 0.64789 1.62222 2.92429 -0.1 0.0 0.0
C -0.16803 0.86153 2.08272 0.0 0.0 0.0
C -0.89211 -0.37746 2.64928 -0.1 0.1 -0.2
O -1.74859 -1.00347 1.81735 0.3 0.0 0.1
C -1.76679 0.07095 3.86548 0.0 0.0 0.1
F -2.64738 -0.86227 4.24015 0.0 0.0 0.0
F -1.04801 0.36845 4.99009 0.0 0.0 -0.1
F -2.47037 1.17295 3.56503 0.0 0.0 0.0
C 0.14723 -1.43560 3.15423 -0.1 -0.2 0.0
F 0.68821 -2.07760 2.11770 -0.1 0.1 0.1
F 1.20647 -0.95021 3.87633 -0.1 0.0 0.1
F -0.42348 -2.36454 3.94250 0.0 0.1 0.0
C -2.08305 0.74255 -2.37537 0.1 0.1 0.1
C -2.82847 1.42382 -3.32403 0.0 0.0 0.0
C -1.48666 -0.61909 -2.59736 0.0 -0.1 0.2
O -3.14115 -1.19234 -0.48629 0.1 0.0 0.1
C -2.35433 -1.55899 -3.38970 -0.1 -0.1 -0.1
F -2.06349 -2.85583 -3.17014 0.0 0.0 0.0
F -3.66571 -1.40712 -3.12940 0.0 0.0 0.0
F -2.24520 -1.40348 -4.75143 0.0 0.0 0.0
C -0.13078 -0.48768 -3.24593 0.1 0.1 0.0
F -0.18025 0.28713 -4.38420 0.0 0.0 0.0
F 0.76442 0.12701 -2.46046 0.0 0.0 0.0
F 0.39452 -1.65546 -3.64274 0.0 0.0 0.0
H -4.29358 4.45202 -3.88693 0.0 0.0 0.0
H -5.21749 2.97267 -4.14571 0.0 0.0 0.0
H -3.77977 3.28905 -5.11176 0.0 0.0 0.0
H -3.51358 4.24308 -1.61330 0.0 0.0 0.0
H -2.17832 3.08104 0.08466 0.0 0.0 0.0
H 0.34771 2.67867 -0.71767 0.0 0.0 0.0
H 1.75755 3.98016 0.79789 0.0 0.0 0.0
H 2.48524 4.48496 3.06071 0.0 0.0 0.0
H 3.17081 2.97126 3.64718 0.0 0.0 0.0
H 1.74626 3.65062 4.43021 0.0 0.0 0.0
H 0.74937 1.32335 3.95812 0.0 0.0 0.0
H -2.99856 0.95406 -4.28674 0.0 0.0 0.0
C 3.79655 -3.73187 0.85534 0.1 0.1 0.0
C 3.21856 -2.62672 -0.03703 0.0 0.0 0.1
O 4.05314 -2.49785 -1.21163 -0.1 -0.1 0.0
P 3.32832 -0.97924 0.76886 0.0 -0.1 0.3
O 4.73108 -0.47226 0.20188 0.1 -0.1 0.0
O 3.68205 -1.23430 2.32117 -0.1 0.2 -0.2
O 2.18151 -0.08761 0.62285 0.1 0.2 -0.2
P 1.56499 -3.21826 -0.68711 -0.2 -0.3 -0.2
O 1.10445 -4.21439 0.46537 0.1 -0.1 -0.1
O 2.02373 -3.91453 -1.92529 0.0 0.0 0.0
O 0.47680 -2.17182 -0.86213 0.4 0.4 0.4
H 4.84035 -3.49963 1.07788 0.0 0.0 0.0
H 3.74785 -4.67910 0.31691 0.0 0.0 0.0
H 3.24465 -3.82686 1.78716 0.0 0.0 0.0
H 3.57266 -3.04145 -1.88225 0.0 0.1 0.0
H 4.88637 -0.98157 -0.62068 0.0 0.1 0.1
H 2.93226 -0.89307 2.83770 0.1 -0.1 0.0
H 0.12479 -4.16378 0.57526 0.0 0.0 0.0
Cl -1.84153 -3.75394 0.33902 -0.1 0.0 -0.1
```
Forces are in eV/Å.

---

2.
Computed, not measured: a gas-phase ion, C2H2N3O2 (charge -1) in a non-equilibrium geometry, with ωB97M-V with the def2-TZVPD basis set.

As for the spin multiplicity: 1. Its total charge is -1. Its SMILES is [H]/N=N\C=N\C(=O)[O-]. The orbital gap is 8.365 eV.

```
9
Properties=species:S:1:pos:R:3:forces:R:3
H 1.85262 -0.81170 -1.08359 -1.1 -1.5 -1.1
N 2.50471 -0.20344 -0.64125 0.1 0.6 0.3
N 1.85398 0.47088 0.15428 2.6 1.8 1.1
C 0.50277 0.36806 0.36960 -3.8 0.3 2.5
N -0.36320 0.08612 -0.48810 -0.4 -0.5 -0.8
C -1.84753 -0.13766 -0.02721 1.6 0.2 0.1
O -2.06325 -1.30633 0.17481 0.2 -2.4 0.0
O -2.55037 0.83127 0.08922 -0.7 2.3 -0.2
H 0.11028 0.70280 1.45224 1.5 -0.8 -2.0
```
Forces are in eV/Å.

---

3.
Computed, not measured: a single C4H11NO2 molecule in a non-equilibrium geometry, with ωB97M-V with the def2-TZVPD basis set.

As for the spin multiplicity: 1. Its SMILES is C[C@@H](O)[C@H](N)CO. The orbital gap is 10.477 eV.

```
18
Properties=species:S:1:pos:R:3:forces:R:3
C -0.91592 -1.93207 -1.10583 -0.1 0.7 0.3
C -0.91710 -0.47806 -0.60935 0.4 -0.9 -0.7
O -1.89343 -0.39398 0.40623 -0.2 0.5 0.3
C 0.45855 -0.01899 -0.13660 -0.2 0.1 1.0
N 0.78522 -0.55119 1.20641 -0.1 0.1 0.3
C 0.55044 1.49290 -0.09147 -0.3 0.0 0.3
O 1.86811 1.94516 0.13219 0.1 -0.1 0.2
H -0.68806 -2.62892 -0.30020 0.2 -0.1 -0.1
H -1.91702 -2.12975 -1.45967 -0.3 -0.3 -0.1
H -0.22994 -2.03863 -1.94639 0.1 -0.1 0.2
H -1.20872 0.10676 -1.48259 -0.1 0.4 0.0
H -1.90338 0.50925 0.76064 -0.1 -0.4 -0.1
H 1.24357 -0.36330 -0.79259 0.1 -0.2 -0.6
H 0.56962 0.14077 1.92131 0.1 0.1 -0.2
H 0.14175 -1.29425 1.46313 0.2 -0.2 -0.3
H -0.11199 1.85559 0.70868 0.0 0.1 0.2
H 0.14546 1.93960 -0.99922 0.4 0.0 -0.2
H 2.23001 1.39400 0.84628 0.0 0.2 -0.3
```
Forces are in eV/Å.

---

4.
Computed, not measured: a molecular structure, C28H35N2Pt in a non-equilibrium geometry, with ωB97M-V with the def2-TZVPD basis set.

As for the spin multiplicity: 5. Its total charge is +1. The orbital gap (alpha / beta) is 7.107 / 5.876 eV.

```
66
Properties=species:S:1:pos:R:3:forces:R:3
C -2.33129 0.68724 -0.47805 -0.4 0.1 1.0
C -1.41376 1.59582 -1.01952 0.7 0.7 0.2
C -0.65770 2.19349 0.00374 -0.5 -0.4 -0.7
C -1.06988 1.64532 1.28387 -2.5 -0.3 -0.9
C -2.16526 0.64995 0.97265 0.9 1.6 -0.6
Pt -0.42549 -0.39372 1.40465 1.2 0.3 0.2
C 2.80855 -0.43600 2.44203 -0.5 1.4 -5.9
C 1.65426 -1.23302 1.99424 -0.7 -0.8 2.7
H 1.76293 -2.12029 1.31679 0.1 0.9 0.8
C 0.58205 -1.25080 2.99325 2.1 -1.0 -1.3
H 0.76003 -0.57385 3.81443 -0.3 0.0 0.3
H 0.18385 -2.22921 3.20095 -0.6 0.0 0.2
C 4.13133 -0.80405 1.77677 1.1 -1.2 2.4
H 4.18518 -1.54549 0.95014 -0.7 0.3 0.6
H 4.84419 0.00105 1.51809 -0.7 -0.1 0.3
H 4.53996 -1.32036 2.71835 0.6 0.3 -1.5
C 2.52718 1.06567 2.51338 -0.5 0.4 3.4
H 1.57884 1.52081 2.10580 0.8 -1.1 0.1
H 2.38075 1.06620 3.66063 0.1 1.2 -1.3
H 3.34024 1.78342 2.27235 -0.2 -0.9 0.2
C -1.34986 1.94338 -2.46724 0.2 0.0 -0.2
H -1.39674 1.03917 -3.08858 0.0 0.2 0.1
H -2.19012 2.59155 -2.75932 0.2 -0.2 0.1
H -0.42011 2.46622 -2.70805 -0.2 -0.1 0.0
C 0.26602 3.33111 -0.18142 0.6 0.3 0.0
H 0.99672 3.11726 -0.96971 -0.1 0.1 0.1
H -0.26437 4.25585 -0.46685 0.1 -0.3 0.1
H 0.82972 3.53926 0.73430 -0.1 0.0 -0.2
C -1.05069 2.43003 2.54738 0.3 -0.1 0.3
H -0.13393 3.01098 2.63533 0.0 0.0 0.1
H -1.89163 3.13785 2.57282 0.1 -0.2 -0.1
H -1.12939 1.77434 3.41692 0.0 0.1 0.0
C -3.27125 0.36010 1.92594 -0.2 -0.3 0.2
H -2.85238 0.14434 2.91520 -0.3 0.1 0.0
H -3.96089 1.21216 1.99994 0.1 -0.2 0.1
H -3.84441 -0.51642 1.60065 0.0 0.2 0.1
C -3.41540 0.01524 -1.22053 -0.3 -0.4 -0.3
H -3.97868 -0.66630 -0.57181 0.1 0.1 -0.2
H -4.13008 0.74440 -1.64130 0.2 -0.2 0.1
H -3.02122 -0.57335 -2.06322 -0.1 0.2 0.1
C 1.66879 0.29243 -1.92948 2.6 1.5 1.4
C 2.48593 0.64951 -0.88041 1.5 1.4 1.9
C 1.93749 0.94788 -3.09456 0.2 0.5 -1.4
C 3.39659 1.74898 -0.83602 0.8 0.7 -0.8
H 2.72173 0.38482 0.11070 -1.5 -2.4 1.1
C 2.82700 2.09666 -3.13836 -0.6 -0.5 0.1
H 1.47009 0.44636 -3.95923 0.3 1.1 -0.2
C 3.54460 2.51946 -1.95809 -2.0 -0.7 -3.0
H 4.10759 2.03625 0.01535 -1.6 -1.0 -0.8
H 2.90363 2.64783 -4.12371 0.1 -0.7 1.4
H 4.09151 3.43259 -2.03735 0.6 0.3 0.2
N -2.31117 -4.07443 0.62786 -0.2 -0.5 0.1
C -1.96314 -3.03776 1.41621 1.0 0.5 -1.7
N -1.22795 -2.17083 0.70301 -0.7 -1.2 0.5
C -1.08883 -2.67357 -0.59856 -0.5 0.1 0.6
C -0.51360 -2.10761 -1.73753 -0.1 -0.3 -0.3
C -0.70161 -2.79847 -2.94112 0.3 0.4 0.7
C -1.37410 -4.03204 -2.97661 -0.4 -0.4 0.4
C -1.93555 -4.59509 -1.82493 0.2 -0.1 -0.4
C -1.77965 -3.88082 -0.64776 -0.3 0.1 0.2
H -2.86571 -4.86965 0.92912 0.2 0.3 -0.1
H -2.22537 -2.95838 2.46817 0.1 0.1 -0.4
H 0.06372 -1.17845 -1.64800 -0.3 -0.3 -0.2
H -0.30865 -2.38187 -3.86669 0.0 -0.1 0.2
H -1.45903 -4.56038 -3.92495 0.0 0.1 0.2
H -2.47164 -5.54275 -1.80205 0.2 0.2 -0.3
```
Forces are in eV/Å.

---

no.,E_tot (eV)
1,-109596.854
2,-10671.163
3,-9911.011
4,-35816.776